# 1
{
  "formula": "C50H52N7O20P",
  "method": "ωB97M-V/def2-TZVPD",
  "homo_ha": -0.36491,
  "spin_multiplicity": 1,
  "lumo_energy_ev": -1.1,
  "total_charge": 0,
  "smiles": "CCCCCCO[P@@](=O)(O)OCC(=O)O.O=[N+]([O-])c1ccccc1.O=[N+]([O-])c1ccccc1.O=[N+]([O-])c1ccccc1.O=[N+]([O-])c1ccccc1.O=[N+]([O-])c1ccccc1.O=[N+]([O-])c1ccccc1.O=[N+]([O-])c1ccccc1",
  "symbols": ["C", "C", "C", "C", "C", "C", "O", "P", "O", "O", "O", "C", "C", "O", "O", "H", "H", "H", "H", "H", "H", "H", "H", "H", "H", "H", "H", "H", "H", "H", "H", "H", "C", "C", "C", "C", "C", "C", "N", "O", "O", "H", "H", "H", "H", "H", "C", "C", "C", "C", "C", "C", "N", "O", "O", "H", "H", "H", "H", "H", "C", "C", "C", "C", "C", "C", "N", "O", "O", "H", "H", "H", "H", "H", "C", "C", "C", "C", "C", "C", "N", "O", "O", "H", "H", "H", "H", "H", "C", "C", "C", "C", "C", "C", "N", "O", "O", "H", "H", "H", "H", "H", "C", "C", "C", "C", "C", "C", "N", "O", "O", "H", "H", "H", "H", "H", "C", "C", "C", "C", "C", "C", "N", "O", "O", "H", "H", "H", "H", "H"],
  "xyz": [[-0.164, -2.625, 0.625], [-0.628, -1.063, 0.433], [0.180, -0.288, -0.809], [0.732, 1.200, -0.397], [-0.361, 2.413, -0.540], [-1.931, 1.952, -0.447], [-2.894, 3.101, -0.431], [-4.315, 2.578, 0.464], [-4.076, 2.570, 2.057], [-5.691, 3.651, 0.214], [-4.613, 0.925, 0.004], [-5.581, 0.887, -1.104], [-7.072, 0.636, -0.389], [-8.110, 1.494, -0.530], [-7.139, -0.597, 0.463], [1.004, -2.772, 0.747], [-0.787, -3.068, 1.519], [-0.512, -3.199, -0.363], [-0.561, -0.409, 1.417], [-1.776, -1.047, 0.107], [1.145, -0.962, -1.008], [-0.428, -0.307, -1.822], [1.209, 1.155, 0.674], [1.610, 1.451, -1.165], [-0.159, 3.159, 0.361], [-0.240, 3.042, -1.522], [-2.061, 1.366, 0.574], [-2.245, 1.298, -1.373], [-6.289, 3.443, 1.000], [-5.597, 1.903, -1.722], [-5.322, 0.039, -1.899], [-7.632, -1.322, -0.057], [5.204, 0.926, -5.696], [5.594, -0.305, -5.167], [5.372, -0.589, -3.818], [4.752, 0.370, -3.005], [4.366, 1.610, -3.532], [4.596, 1.884, -4.882], [4.492, 0.068, -1.592], [4.865, -1.032, -1.159], [3.912, 0.928, -0.915], [5.374, 1.141, -6.750], [6.069, -1.045, -5.807], [5.682, -1.553, -3.421], [3.888, 2.365, -2.912], [4.298, 2.842, -5.301], [-11.149, -0.856, -1.975], [-12.432, -1.038, -2.492], [-13.216, 0.069, -2.823], [-12.700, 1.359, -2.637], [-11.415, 1.544, -2.111], [-10.641, 0.430, -1.780], [-13.509, 2.526, -3.007], [-14.649, 2.322, -3.451], [-13.006, 3.649, -2.858], [-10.539, -1.722, -1.723], [-12.821, -2.043, -2.640], [-14.214, -0.089, -3.225], [-11.004, 2.540, -1.956], [-9.641, 0.563, -1.374], [-1.600, -0.313, 7.272], [-1.230, -1.237, 6.294], [-0.393, -0.850, 5.246], [0.075, 0.470, 5.190], [-0.300, 1.402, 6.167], [-1.141, 1.004, 7.208], [0.977, 0.876, 4.105], [1.270, 0.028, 3.250], [1.396, 2.042, 4.109], [-2.248, -0.621, 8.090], [-1.593, -2.261, 6.350], [-0.114, -1.583, 4.491], [0.052, 2.431, 6.133], [-1.435, 1.719, 7.973], [-6.065, -4.278, 10.238], [-5.126, -3.762, 9.343], [-4.748, -2.420, 9.422], [-5.317, -1.601, 10.407], [-6.265, -2.115, 11.302], [-6.637, -3.458, 11.212], [-4.905, -0.196, 10.511], [-4.077, 0.226, 9.690], [-5.405, 0.487, 11.417], [-6.352, -5.326, 10.176], [-4.685, -4.407, 8.586], [-4.015, -2.033, 8.717], [-6.718, -1.489, 12.068], [-7.370, -3.867, 11.903], [5.976, 3.103, -12.158], [5.108, 2.035, -11.923], [5.453, 1.042, -11.005], [6.673, 1.131, -10.320], [7.549, 2.198, -10.559], [7.194, 3.183, -11.482], [7.030, 0.103, -9.334], [6.237, -0.835, -9.165], [8.101, 0.235, -8.725], [5.700, 3.878, -12.871], [4.161, 1.978, -12.455], [4.766, 0.216, -10.833], [8.501, 2.277, -10.038], [7.867, 4.017, -11.672], [13.812, -1.433, -9.844], [12.529, -1.615, -10.361], [11.745, -0.508, -10.693], [12.261, 0.782, -10.506], [13.546, 0.967, -9.980], [14.320, -0.148, -9.649], [11.451, 1.949, -10.876], [10.312, 1.744, -11.321], [11.955, 3.072, -10.727], [14.422, -2.300, -9.592], [12.140, -2.620, -10.509], [10.746, -0.666, -11.095], [13.957, 1.962, -9.825], [15.320, -0.014, -9.243], [-1.699, -1.190, 11.783], [-1.825, -2.578, 11.844], [-0.695, -3.390, 11.727], [0.563, -2.797, 11.552], [0.692, -1.403, 11.483], [-0.446, -0.602, 11.599], [1.758, -3.643, 11.454], [1.601, -4.873, 11.501], [2.856, -3.081, 11.334], [-2.582, -0.561, 11.881], [-2.805, -3.029, 11.987], [-0.810, -4.470, 11.777], [1.662, -0.930, 11.343], [-0.356, 0.481, 11.549]],
  "mulliken_charge": [-1.17, 0.29, -0.60, 0.25, -0.74, -0.02, -0.45, 0.92, -0.67, -0.50, -0.27, -0.32, 0.51, -0.57, -0.43, 0.28, 0.30, 0.33, -0.02, -0.01, 0.27, 0.24, 0.23, -0.18, 0.21, 0.28, 0.25, 0.15, 0.36, 0.32, 0.38, 0.34, -0.25, -0.39, -0.38, -0.05, -0.15, -0.65, 1.01, -0.60, -0.58, 0.38, 0.41, 0.44, 0.43, 0.36, -0.34, -0.43, -0.44, 0.10, -0.64, 0.21, 0.96, -0.58, -0.58, 0.33, 0.37, 0.43, 0.45, 0.21, 0.18, -0.50, -0.19, -0.12, -0.51, -0.54, 1.06, -0.59, -0.60, 0.08, 0.40, 0.47, 0.44, 0.42, -0.43, -0.55, 0.09, 0.01, -0.47, -0.46, 0.99, -0.54, -0.59, 0.39, 0.40, 0.31, 0.45, 0.39, -0.37, -0.43, -0.37, 0.05, -0.20, -0.48, 1.01, -0.59, -0.58, 0.37, 0.37, 0.43, 0.41, 0.39, -0.37, -0.52, -0.15, 0.07, -0.34, -0.44, 1.00, -0.60, -0.60, 0.36, 0.36, 0.41, 0.42, 0.36, -0.37, -0.28, -0.41, 0.01, -0.35, -0.55, 0.97, -0.58, -0.58, 0.43, 0.41, 0.44, 0.44, 0.42]
}

=====

# 2
{
  "formula": "C50H54ILuN8S3",
  "method": "ωB97M-V/def2-TZVPD",
  "e_above_lowest_kcal_mol": 76.4,
  "homo_ha": [-0.05990, -0.05980],
  "spin_multiplicity": 1,
  "lumo_energy_ev": [3.4, 3.3],
  "total_charge": -2,
  "symbols": ["Lu", "C", "C", "C", "C", "C", "C", "C", "N", "C", "C", "C", "C", "C", "C", "C", "C", "C", "C", "N", "C", "C", "C", "N", "C", "C", "C", "C", "C", "C", "C", "C", "C", "C", "C", "C", "C", "C", "N", "C", "C", "H", "H", "H", "H", "H", "H", "H", "H", "H", "H", "H", "H", "H", "H", "H", "H", "H", "H", "H", "H", "H", "H", "H", "H", "H", "H", "H", "H", "H", "H", "H", "H", "H", "H", "H", "H", "H", "H", "H", "H", "H", "H", "H", "H", "S", "C", "C", "C", "C", "N", "C", "C", "C", "S", "C", "N", "H", "H", "I", "C", "C", "C", "C", "N", "C", "S", "N", "C", "H", "H", "H", "H", "H", "H", "H", "H"],
  "xyz": [[-0.350, -0.338, -0.439], [-0.866, -2.710, 4.751], [-1.303, -1.259, 5.009], [-1.771, -0.620, 3.740], [-3.024, -0.544, 3.248], [-4.299, -0.979, 3.904], [-4.973, 0.155, 4.696], [-2.914, -0.003, 1.898], [-1.623, 0.238, 1.590], [-0.914, -0.053, 2.720], [0.388, 0.325, 2.928], [1.177, 1.080, 2.049], [2.433, 1.685, 2.412], [3.146, 1.510, 3.722], [4.079, 0.283, 3.740], [2.807, 2.442, 1.348], [1.784, 2.262, 0.341], [1.712, 2.982, -0.844], [0.819, 2.773, -1.883], [0.056, 1.641, -2.019], [-0.823, 1.909, -2.988], [-1.836, 0.883, -3.007], [-2.950, 1.003, -2.185], [-2.832, 0.283, -1.042], [-3.878, 0.649, -0.265], [-3.989, 0.326, 1.073], [-4.761, 1.564, -0.993], [-4.138, 1.851, -2.167], [-4.592, 2.756, -3.280], [-4.887, 2.018, -4.598], [-6.013, 2.170, -0.435], [-5.722, 3.380, 0.467], [-0.618, 3.198, -3.570], [0.454, 3.730, -2.894], [1.051, 5.090, -3.068], [0.376, 6.138, -2.166], [-1.278, 3.718, -4.821], [-0.431, 3.466, -6.078], [0.811, 1.405, 0.787], [4.093, 3.199, 1.166], [5.159, 2.412, 0.382], [-0.465, -3.173, 5.661], [-0.092, -2.739, 3.971], [-1.714, -3.307, 4.397], [-0.462, -0.700, 5.426], [-2.103, -1.232, 5.755], [-4.093, -1.817, 4.574], [-4.983, -1.348, 3.138], [-4.322, 0.495, 5.511], [-5.928, -0.168, 5.133], [-5.168, 1.017, 4.044], [0.821, 0.090, 3.896], [2.407, 1.407, 4.518], [3.719, 2.408, 3.941], [3.530, -0.628, 3.479], [4.538, 0.148, 4.729], [4.879, 0.396, 3.001], [2.388, 3.828, -0.938], [-1.370, -0.070, -2.850], [-4.969, 0.419, 1.536], [-3.817, 3.509, -3.458], [-5.488, 3.289, -2.962], [-3.974, 1.564, -4.997], [-5.297, 2.698, -5.357], [-5.608, 1.211, -4.428], [-6.664, 2.478, -1.254], [-6.562, 1.414, 0.141], [-5.206, 4.161, -0.100], [-5.067, 3.089, 1.296], [-6.642, 3.801, 0.884], [0.957, 5.401, -4.111], [2.120, 5.055, -2.840], [0.850, 7.124, -2.270], [0.436, 5.833, -1.116], [-0.687, 6.237, -2.423], [-1.469, 4.791, -4.724], [-2.242, 3.221, -4.952], [0.527, 3.988, -6.011], [-0.944, 3.804, -6.990], [-0.219, 2.398, -6.178], [4.490, 3.457, 2.153], [3.891, 4.136, 0.642], [5.467, 1.522, 0.935], [6.043, 3.034, 0.194], [4.761, 2.057, -0.569], [0.520, -2.331, -2.293], [2.146, -2.801, -1.900], [2.519, -4.150, -2.003], [3.810, -4.597, -1.726], [4.112, -6.029, -1.789], [4.334, -7.159, -1.815], [4.778, -3.659, -1.343], [4.422, -2.325, -1.217], [3.116, -1.851, -1.465], [2.676, -0.208, -1.211], [6.162, -4.077, -1.081], [7.247, -4.403, -0.871], [1.766, -4.874, -2.305], [5.169, -1.611, -0.891], [-2.036, -2.862, 0.235], [-0.277, -6.151, -0.477], [0.971, -5.591, 0.136], [2.122, -6.281, 0.334], [3.215, -5.574, 0.880], [3.151, -4.306, 1.250], [1.960, -3.627, 1.090], [1.768, -2.011, 1.488], [0.920, -4.305, 0.520], [4.535, -6.277, 1.053], [-0.135, -7.200, -0.739], [-0.539, -5.575, -1.374], [-1.119, -6.048, 0.214], [2.212, -7.320, 0.038], [0.063, -3.755, 0.340], [4.404, -7.197, 1.632], [5.238, -5.615, 1.559], [4.944, -6.551, 0.074]],
  "mulliken_charge": [1.10, -0.84, -1.22, 0.00, 0.67, -1.12, -1.16, -0.11, -0.23, 0.98, -0.29, 0.42, 0.48, -1.21, -0.88, 0.46, -0.57, -0.06, -0.43, 0.33, 0.34, -2.39, 0.77, -0.04, -0.27, -0.42, 0.31, 0.49, -0.62, -1.37, -1.43, -1.09, 0.45, 0.87, -1.19, -1.13, -0.42, -1.31, -0.11, -1.16, -0.93, 0.41, -0.02, 0.28, 0.42, 0.41, 0.48, 0.39, 0.29, 0.38, 0.26, 0.07, 0.43, 0.44, 0.09, 0.41, 0.17, 0.16, 0.97, 0.37, 0.13, 0.45, 0.27, 0.37, 0.41, 0.52, 0.38, 0.30, 0.27, 0.37, 0.30, 0.43, 0.39, 0.24, 0.30, 0.41, -0.25, 0.31, 0.40, 0.31, 0.35, 0.38, 0.12, 0.45, 0.17, -0.43, 0.37, -1.15, 0.32, 0.11, -0.77, 0.80, -1.14, 0.11, -0.03, -0.09, -0.71, 0.69, 0.58, -0.64, -1.62, 1.18, -0.86, 1.10, -0.32, -0.72, 0.03, 1.43, -1.49, 0.41, 0.31, 0.33, 0.25, -0.97, 0.42, 0.31, 0.34]
}

=====

Number 1 is which compound?
C50H52N7O20P

=====

Which formula does entry 1 have?
C50H52N7O20P